The following is a DFT calculation (ωB97M-V with the def2-TZVPD basis set) of the molecule CH4NOPS2 at a distorted geometry.

Last column: natural (NBO) charge in e.
Positions of all 10 atoms, in Å:
C (0.7955, -0.2405, 0.1704)  0.440
N (2.0190, -0.6433, -0.3245)  -0.784
O (0.2308, -1.0710, 1.0106)  -0.644
P (-2.0857, 1.0422, 0.4250)  0.274
S (0.2678, 1.2720, -0.2767)  -0.055
S (-3.1505, -0.1265, -0.7607)  -0.574
H (2.3670, -1.6029, -0.1337)  0.415
H (2.6647, -0.0003, -0.8058)  0.428
H (-2.3026, 2.2643, -0.2801)  -0.038
H (-0.8060, -0.8941, 0.9755)  0.538

Calculated values
LUMO energy = -0.207 eV
Orbital gap = 0.2760 Eh
Highest occupied orbital energy = -0.2836 hartree
2S+1 = 1
DFT total energy = -1308.212535 Eh
Relative energy (zero: lowest compared OMol25 entry of this formula, charge and spin) = 106.28 kJ/mol

=====

The following is a DFT calculation (ωB97M-V with the def2-TZVPD basis set) of a structure of composition C7H14BF4N9PdS2.

Last column: Löwdin spin population.
Positions of all 38 atoms, in Å:
Pd (0.3469, -0.4643, -0.9263)  1.566
N (2.4664, -0.0654, -0.4423)  0.080
H (2.8575, 0.6946, -0.9850)  0.006
H (3.0090, -0.9115, -0.5611)  0.004
H (2.4614, 0.1976, 0.5388)  0.002
F (0.0547, -1.3901, 3.1501)  0.001
B (-0.2369, -0.3691, 2.2738)  0.001
F (-0.8739, -0.9596, 1.0800)  0.049
F (0.9457, 0.2606, 1.7978)  0.002
F (-1.1111, 0.5777, 2.7888)  0.001
S (-4.1914, -1.5808, -0.9154)  0.026
C (-2.6908, -1.2003, -1.3892)  0.021
N (-1.5973, -0.9088, -1.7070)  0.050
C (3.3044, 4.2133, -0.7584)  0.000
C (1.9203, 4.7235, -0.3753)  0.001
C (0.8935, 3.6332, -0.3282)  0.003
N (1.0080, 2.4972, -0.9131)  0.005
N (-0.0850, 1.6795, -0.7302)  0.082
C (-1.0225, 2.2158, 0.0138)  0.009
N (-2.1975, 1.6371, 0.3085)  0.001
S (-0.6112, 3.8150, 0.5309)  0.007
H (4.0105, 5.0421, -0.8042)  0.000
H (3.2824, 3.7265, -1.7327)  0.000
H (3.6688, 3.4922, -0.0250)  0.000
H (1.5866, 5.4784, -1.0922)  0.000
H (1.9498, 5.2185, 0.5975)  0.000
H (-2.2883, 0.6570, 0.0733)  0.000
H (-2.6339, 1.8921, 1.1791)  0.000
N (-2.1558, -5.8418, -0.0093)  0.000
C (-1.5059, -4.6645, -0.0322)  0.002
N (-2.1417, -3.5753, 0.3776)  0.000
N (-0.2589, -4.6863, -0.4858)  0.009
C (0.3524, -3.5681, -0.7247)  0.026
N (0.9660, -2.6048, -0.9564)  0.045
H (-3.0374, -5.9450, 0.4564)  0.000
H (-1.6451, -6.6603, -0.2847)  0.000
H (-3.1277, -3.5760, 0.5697)  0.000
H (-1.6720, -2.6798, 0.4426)  0.000

Calculated values
LUMO energy (spin up / spin down) = 0.423 / -2.266 eV
Orbital gap (spin up / spin down) = 0.3184 / 0.2217 Eh
Highest occupied orbital energy (spin up / spin down) = -0.3028 / -0.3050 hartree
2S+1 = 3
DFT total energy = -2116.796915 Eh
Relative energy (zero: lowest compared OMol25 entry of this formula, charge and spin) = 10.21 kJ/mol

=====

The following is a DFT calculation (ωB97M-V with the def2-TZVPD basis set) of a structure of composition C3H6F3OSc at a distorted geometry.

Last column: Löwdin spin population.
Positions of all 14 atoms, in Å:
H (0.6128, -1.5011, 0.3708)  0.000
C (0.3175, -0.7596, 1.1273)  0.000
F (1.0995, -0.6024, -1.3592)  0.057
F (-0.4819, -1.5994, 1.8634)  0.000
F (-0.4570, 0.3636, 1.0834)  0.000
Sc (2.7638, -0.6353, -2.6512)  0.940
C (2.3445, -1.7270, 3.5551)  0.000
O (1.7992, -0.4964, 3.1338)  0.001
C (1.8286, -0.2765, 1.7479)  0.001
H (2.2003, -1.7948, 4.6397)  0.000
H (1.9040, -2.5990, 3.0456)  0.000
H (3.4181, -1.7556, 3.3022)  0.000
H (1.8629, 0.7865, 1.4728)  0.000
H (2.8654, -0.5191, 1.4497)  0.001

Calculated values
LUMO energy (spin up / spin down) = -7.084 / -7.353 eV
Orbital gap (spin up / spin down) = 0.1775 / 0.1676 Eh
Total charge = +1
Highest occupied orbital energy (spin up / spin down) = -0.4378 / -0.4378 hartree
2S+1 = 2
DFT total energy = -1253.040516 Eh

=====

The following is a DFT calculation (ωB97M-V with the def2-TZVPD basis set) of a cluster of 3 separate species, C2H12N3O2 in total at a distorted geometry.

Last column: natural (NBO) charge in e.
Positions of all 19 atoms, in Å:
C (-0.9123, 1.8004, 1.4579)  -0.460
N (-0.8016, 1.0881, 0.1686)  -0.546
C (-1.0619, -0.2024, 0.0510)  0.696
N (-1.4334, -0.6651, -1.1425)  -0.748
N (-1.0212, -1.0347, 1.0827)  -0.753
H (-0.5933, 2.8230, 1.2343)  0.241
H (-0.0961, 1.5191, 2.1209)  0.230
H (-1.9516, 1.8920, 1.7449)  0.233
H (-0.9208, 1.6849, -0.6170)  0.417
H (-1.9034, -0.0907, -1.8170)  0.425
H (-1.4510, -1.6690, -1.1860)  0.421
H (-0.7635, -2.0035, 1.0049)  0.437
H (-0.6558, -0.5533, 1.8557)  0.402
H (1.6767, -2.8632, -0.7854)  0.479
H (2.0084, -1.4083, -1.2674)  0.503
O (1.3215, -1.9870, -0.8996)  -0.991
H (3.0965, 0.1041, -0.4294)  0.478
H (2.9864, 1.1407, -1.4885)  0.489
O (2.4767, 0.4245, -1.0880)  -0.954

Calculated values
LUMO energy = -2.763 eV
Orbital gap = 0.4346 Eh
Total charge = +1
Highest occupied orbital energy = -0.5361 hartree
2S+1 = 1
DFT total energy = -397.940485 Eh
Relative energy (zero: lowest compared OMol25 entry of this formula, charge and spin) = 61.82 kJ/mol

=====

The following is a DFT calculation (ωB97M-V with the def2-TZVPD basis set) of the molecule CH3NS2 at a distorted geometry.

Last column: natural (NBO) charge in e.
Positions of all 7 atoms, in Å:
S (-0.4371, -2.4916, 0.2368)  -0.112
C (-0.3490, -0.8166, 0.4452)  -0.088
N (0.2129, 0.1073, -0.3699)  -0.709
S (-0.3653, 1.8135, -0.1840)  0.148
H (-0.2460, -0.5186, 1.5168)  0.202
H (0.1324, -0.2705, -1.4648)  0.407
H (1.0520, 2.1765, -0.1801)  0.153

Calculated values
LUMO energy = -0.269 eV
Orbital gap = 0.3112 Eh
Highest occupied orbital energy = -0.3210 hartree
2S+1 = 1
DFT total energy = -890.962819 Eh
Relative energy (zero: lowest compared OMol25 entry of this formula, charge and spin) = 171.96 kJ/mol

=====

The following is a DFT calculation (ωB97M-V with the def2-TZVPD basis set) of a structure of composition C17H10F6N2O4PdS2 at a distorted geometry.

Last column: natural (NBO) charge in e.
Positions of all 42 atoms, in Å:
Pd (-0.0152, 0.9654, -0.0438)  0.761
F (3.3720, 1.3442, 2.7858)  -0.293
C (3.0686, 0.7721, 1.6331)  0.736
F (2.0805, -0.0920, 1.8345)  -0.309
F (4.1276, 0.1247, 1.1602)  -0.305
S (2.6682, 2.0826, 0.4021)  2.205
O (2.3347, 1.4594, -0.8785)  -0.950
O (3.8107, 2.9364, 0.4577)  -0.882
N (1.3293, 2.6504, 1.1069)  -1.263
S (0.5017, 3.8069, 0.3321)  2.205
O (1.1732, 5.0644, 0.2699)  -0.879
O (-0.1511, 3.2735, -0.8646)  -0.927
C (-0.7626, 4.0548, 1.6568)  0.736
F (-0.1854, 4.6399, 2.6931)  -0.293
F (-1.3243, 2.9232, 2.0699)  -0.305
F (-1.6988, 4.8562, 1.1511)  -0.308
C (-4.0950, 1.6577, -0.5524)  -0.174
C (-4.6093, 0.3743, -0.6781)  -0.225
C (-3.7524, -0.7107, -0.6500)  -0.182
C (-2.3831, -0.5181, -0.4823)  -0.092
C (-1.8882, 0.7665, -0.3187)  0.008
C (-2.7310, 1.8620, -0.3720)  -0.256
C (-1.3889, -1.5696, -0.5111)  0.232
C (-1.7104, -2.9462, -0.4973)  -0.251
C (-0.7086, -3.8566, -0.4949)  -0.096
C (0.6357, -3.4240, -0.5540)  -0.105
C (1.7145, -4.3386, -0.5750)  -0.168
C (2.9969, -3.8932, -0.6934)  -0.206
C (3.2425, -2.5100, -0.8300)  -0.174
C (2.2195, -1.6059, -0.8029)  -0.224
C (0.8906, -2.0397, -0.6192)  0.174
N (-0.1456, -1.1245, -0.5592)  -0.445
H (-4.7546, 2.5148, -0.6016)  0.221
H (-5.6711, 0.2216, -0.8148)  0.220
H (-4.1530, -1.7090, -0.7731)  0.209
H (-2.3510, 2.8661, -0.3165)  0.237
H (-2.7443, -3.2547, -0.4629)  0.227
H (-0.9241, -4.9182, -0.4710)  0.222
H (1.4969, -5.3978, -0.5094)  0.216
H (3.8216, -4.5929, -0.7042)  0.222
H (4.2569, -2.1578, -0.9653)  0.225
H (2.4064, -0.5578, -0.9569)  0.255

Calculated values
LUMO energy = -1.001 eV
Orbital gap = 0.2963 Eh
Highest occupied orbital energy = -0.3331 hartree
2S+1 = 1
DFT total energy = -2587.711208 Eh
Relative energy (zero: lowest compared OMol25 entry of this formula, charge and spin) = 108.46 kJ/mol

=====

What did the fourth record say?
The following is a DFT calculation (ωB97M-V with the def2-TZVPD basis set) of a cluster of 3 separate species, C2H12N3O2 in total at a distorted geometry.

Last column: natural (NBO) charge in e.
Positions of all 19 atoms, in Å:
C (-0.9123, 1.8004, 1.4579)  -0.460
N (-0.8016, 1.0881, 0.1686)  -0.546
C (-1.0619, -0.2024, 0.0510)  0.696
N (-1.4334, -0.6651, -1.1425)  -0.748
N (-1.0212, -1.0347, 1.0827)  -0.753
H (-0.5933, 2.8230, 1.2343)  0.241
H (-0.0961, 1.5191, 2.1209)  0.230
H (-1.9516, 1.8920, 1.7449)  0.233
H (-0.9208, 1.6849, -0.6170)  0.417
H (-1.9034, -0.0907, -1.8170)  0.425
H (-1.4510, -1.6690, -1.1860)  0.421
H (-0.7635, -2.0035, 1.0049)  0.437
H (-0.6558, -0.5533, 1.8557)  0.402
H (1.6767, -2.8632, -0.7854)  0.479
H (2.0084, -1.4083, -1.2674)  0.503
O (1.3215, -1.9870, -0.8996)  -0.991
H (3.0965, 0.1041, -0.4294)  0.478
H (2.9864, 1.1407, -1.4885)  0.489
O (2.4767, 0.4245, -1.0880)  -0.954

Calculated values
LUMO energy = -2.763 eV
Orbital gap = 0.4346 Eh
Total charge = +1
Highest occupied orbital energy = -0.5361 hartree
2S+1 = 1
DFT total energy = -397.940485 Eh
Relative energy (zero: lowest compared OMol25 entry of this formula, charge and spin) = 61.82 kJ/mol

=====

What did the third record say?
The following is a DFT calculation (ωB97M-V with the def2-TZVPD basis set) of a structure of composition C3H6F3OSc at a distorted geometry.

Last column: Löwdin spin population.
Positions of all 14 atoms, in Å:
H (0.6128, -1.5011, 0.3708)  0.000
C (0.3175, -0.7596, 1.1273)  0.000
F (1.0995, -0.6024, -1.3592)  0.057
F (-0.4819, -1.5994, 1.8634)  0.000
F (-0.4570, 0.3636, 1.0834)  0.000
Sc (2.7638, -0.6353, -2.6512)  0.940
C (2.3445, -1.7270, 3.5551)  0.000
O (1.7992, -0.4964, 3.1338)  0.001
C (1.8286, -0.2765, 1.7479)  0.001
H (2.2003, -1.7948, 4.6397)  0.000
H (1.9040, -2.5990, 3.0456)  0.000
H (3.4181, -1.7556, 3.3022)  0.000
H (1.8629, 0.7865, 1.4728)  0.000
H (2.8654, -0.5191, 1.4497)  0.001

Calculated values
LUMO energy (spin up / spin down) = -7.084 / -7.353 eV
Orbital gap (spin up / spin down) = 0.1775 / 0.1676 Eh
Total charge = +1
Highest occupied orbital energy (spin up / spin down) = -0.4378 / -0.4378 hartree
2S+1 = 2
DFT total energy = -1253.040516 Eh

=====

Which formula does entry 6 have?
C17H10F6N2O4PdS2

=====

Which of these has the highest 2S+1?
C7H14BF4N9PdS2